Computed, not measured: C25H37O6PtS as an isolated structure, with ωB97M-V/def2-TZVPD.

The calculation puts the HOMO energy at -10.33 eV. For the LUMO energy, the calculation gives -2.3204 eV. Its largest force on an atom is 0.4 eV/Å. The total energy is -52884.040 eV. The calculation puts the orbital gap at 8.01 eV. The energy above the lowest of the compared OMol25 structures with the same formula, charge and spin comes out at 25.57 kJ/mol.

The geometry in ORCA input format:
```
! wB97M-V def2-TZVPD RIJCOSX def2/J DEFGRID3
* xyz 1 1
C -2.17 0.14 0.26
H 1.49 -6.20 -1.67
C -5.80 1.78 -2.73
Pt -0.18 0.23 0.19
H -2.52 -1.53 -1.92
H 0.09 4.45 -0.02
H -1.00 -3.47 -1.00
H -4.34 0.82 1.70
C 1.00 -4.27 -0.82
C 0.69 3.96 -0.77
C -4.42 -0.74 3.16
O 2.08 0.17 0.31
C -5.09 -0.24 -0.97
S -0.36 -1.23 -2.82
H -5.29 -0.33 3.66
H -7.02 -1.07 -1.39
H 0.18 -2.33 -0.30
H 2.01 -3.88 -0.97
C 0.75 -5.41 -1.80
H -7.67 0.75 -2.93
C -3.82 -1.90 3.65
H 1.41 4.68 -1.19
H -4.23 -2.40 4.51
O 0.01 0.75 2.18
H 2.93 2.88 -1.50
C -2.80 0.84 -0.69
C -2.17 -1.75 1.91
C -3.89 -0.10 2.05
H 3.53 1.65 0.55
C -4.18 0.79 -1.22
H 1.07 -3.92 1.34
C -6.33 -0.26 -1.59
H -0.53 2.75 2.28
H -0.65 1.83 3.81
C -2.77 -0.60 1.39
H 0.80 -5.07 -2.83
H -2.53 -0.85 -3.57
H -0.13 -5.11 0.83
C 2.98 1.16 -0.25
C -0.81 1.80 2.74
H 1.64 1.71 -1.84
C 2.24 -0.04 1.72
H 1.67 1.98 2.20
H -3.85 2.58 -2.34
C -2.69 -2.40 3.02
H 3.68 0.63 -0.89
H 1.89 -1.05 1.92
C -6.70 0.76 -2.46
H -4.82 -1.06 -0.32
H 0.04 3.60 -1.58
H -6.07 2.57 -3.41
C -2.08 -1.59 -2.91
H -1.27 -2.14 1.44
C 0.04 -3.12 -1.03
H -0.24 -5.84 -1.63
C 2.21 2.19 -1.04
C -4.55 1.79 -2.12
H -2.19 -2.59 -3.34
C 0.87 -4.73 0.63
C 1.41 0.96 2.49
H 1.58 -5.54 0.84
H 1.53 0.83 3.57
H 3.29 0.03 2.01
O 0.29 -2.56 -2.36
H -2.22 -3.29 3.40
H -1.84 1.56 2.52
O 0.17 -0.93 -4.10
H -2.17 1.50 -1.28
O 1.36 2.88 -0.15
O -0.15 -0.18 -1.82
*
```



Computed, not measured: C25H38AlBr2F4N2O5S as an isolated structure in a non-equilibrium geometry, with ωB97M-V/def2-TZVPD.

The calculation puts the HOMO energy at -6.81 eV. For the LUMO energy, the calculation gives 1.4026 eV. Its largest force on an atom is 2.5 eV/Å. The total energy is -208155.453 eV. The calculation puts the orbital gap at 8.22 eV.

The geometry in ORCA input format:
```
! wB97M-V def2-TZVPD RIJCOSX def2/J DEFGRID3
* xyz -1 1
H 6.10 -0.53 -1.06
H -1.50 1.09 4.22
H -0.27 -2.55 -2.16
C -2.14 1.81 3.74
H 0.12 1.51 1.47
C 0.01 0.08 -0.23
H -2.45 2.93 5.54
C 6.48 -2.74 0.55
C 2.10 -2.16 0.37
H 2.22 -3.19 -3.26
C 1.74 -2.34 -2.78
C -0.65 0.35 -1.61
H 2.61 0.30 3.76
H 0.41 -3.34 0.24
C 0.71 -2.85 -1.78
H -4.41 1.22 -2.58
O 4.76 -2.64 -1.78
H -0.38 1.35 -1.94
C 5.67 -0.57 -0.06
H 2.54 -1.75 -2.38
Al -6.82 6.63 0.32
C 0.75 -2.45 -0.28
O -2.06 0.32 -1.46
H -0.38 -1.52 1.22
H -2.24 -0.12 -4.20
H -3.50 2.53 0.70
H -2.18 -1.61 -2.28
H 2.80 -3.92 -0.78
C -3.52 3.79 3.86
O 2.20 1.48 0.30
C 2.05 -1.56 2.90
C -3.14 -0.21 -3.59
H 6.42 -0.23 0.64
Br 1.78 -2.08 4.71
H 4.84 0.13 0.00
H -4.45 4.39 2.02
C 4.44 -2.56 -0.63
H -3.64 -0.90 -1.65
C -3.26 2.62 1.75
C -2.69 2.86 4.49
C 3.19 -3.20 -0.09
N 1.08 -1.54 -3.85
C 1.93 -2.41 1.89
H -2.54 0.10 0.96
H 0.78 -2.18 -4.57
H -0.34 -0.37 -2.37
H 7.15 -2.71 -0.31
H 7.03 -2.35 1.40
H -3.92 4.59 4.45
C 2.42 -0.11 2.78
N 5.29 -1.92 0.34
F -6.26 7.21 -1.16
H -3.29 1.94 -3.70
H -1.22 -1.72 -0.28
H 1.59 0.44 2.36
H -3.77 -1.00 -4.00
H -1.44 -0.17 2.28
C -1.79 0.58 1.57
H 3.32 0.03 2.20
H 0.69 -3.94 -1.83
C -0.60 1.09 0.77
C -2.41 1.70 2.37
C -2.73 -0.67 -2.20
H -0.95 1.93 0.17
H -4.74 1.08 -4.30
F -7.70 7.84 1.11
F -5.48 6.18 1.30
H 1.76 -0.92 -4.27
H 3.56 -3.75 0.77
C -3.95 1.09 -3.55
O 2.01 0.56 -1.89
O 2.65 -0.88 0.04
S 1.79 0.36 -0.49
C -0.28 -1.39 0.15
F -7.80 5.27 0.08
Br 1.52 -4.24 2.32
C -3.81 3.66 2.50
H 6.20 -3.77 0.77
*
```



Computed, not measured: C25H38AsN4PdSi2 as an isolated structure, with ωB97M-V/def2-TZVPD.

The calculation puts the HOMO energy (alpha / beta) at -15.25 / -15.83 eV. For the LUMO energy (alpha / beta), the calculation gives -6.8940 / -9.1409 eV. Its largest force on an atom is 0.2 eV/Å. The total energy is -112553.369 eV. The calculation puts the orbital gap (alpha / beta) at 8.35 / 6.69 eV. Its expectation value of S² is 6.010. The energy above the lowest of the compared OMol25 structures with the same formula, charge and spin comes out at 39.31 kJ/mol.

The geometry in ORCA input format:
```
! wB97M-V def2-TZVPD RIJCOSX def2/J DEFGRID3
* xyz 3 5
Si 7.85 -0.16 0.21
H -5.89 -3.61 -0.67
H 5.67 -1.29 0.55
N -2.74 0.55 2.35
C -3.14 2.89 1.74
H 10.27 -5.13 -2.06
H -3.48 4.08 -0.89
C -3.03 1.79 2.78
H -8.02 -2.58 0.16
H 11.94 -2.75 1.10
C -3.05 2.28 -1.99
Pd -2.83 0.40 0.22
C 8.37 -0.11 1.98
N -2.82 0.96 -1.85
H 9.45 -0.03 2.09
H 8.02 -0.98 2.54
H -3.10 1.25 6.11
C -3.00 1.05 5.05
C -5.92 -2.60 -0.30
H 10.82 -2.52 -3.65
H -5.33 2.22 -0.76
C 6.02 -0.44 -0.03
H 12.24 -1.26 0.19
N -3.62 2.40 0.42
H 5.50 0.45 0.33
H 11.95 -5.28 -1.54
C -3.25 2.03 -4.35
H -2.98 0.01 -5.05
H 11.53 -1.11 -2.84
H 13.28 -2.66 -0.03
C 10.99 -4.82 -1.29
H -3.80 3.68 2.11
H -2.37 -1.42 2.84
H -3.47 3.90 -3.31
H 8.11 2.15 -0.50
C -5.83 1.41 1.17
H 5.76 -0.58 -1.08
H -3.83 -2.24 -0.62
H 8.30 1.09 -1.89
C -7.07 -0.72 0.63
C -5.88 -0.01 0.64
C -2.80 0.18 -2.93
C 11.54 -2.20 -2.90
C -3.28 2.84 -3.23
C -3.00 3.11 -0.73
H -5.44 1.41 2.19
C -7.09 -2.02 0.16
H -2.57 -1.05 5.29
C -5.10 2.41 0.29
C -2.59 -0.44 3.24
H 7.94 0.79 2.45
As 8.96 -2.15 -0.66
H -3.42 2.45 -5.33
Si 11.22 -2.99 -1.26
C -2.70 -0.23 4.60
C 12.25 -2.35 0.14
C 8.54 1.21 -0.84
C -4.77 -1.84 -0.27
H 12.53 -2.51 -3.23
H -3.41 3.08 4.44
C -3.01 0.67 -4.20
H -2.62 -0.88 -2.77
H 9.63 1.28 -0.74
H -2.15 3.32 1.60
C -3.17 2.07 4.12
H -7.97 -0.25 0.99
H 10.67 -5.22 -0.33
H -6.86 1.75 1.26
H -5.45 3.42 0.52
H -1.95 3.30 -0.48
N -4.75 -0.58 0.19
*
```